# 1
C17H27Cl9F6N2O6 | the ωB97M-V functional and the def2-TZVPD basis

Results
**Kohn-Sham gap**: 9.63 eV
**HOMO**: -9.5 eV
**ΔE to the lowest compared entry with this formula, charge and spin**: 0.000 eV
**SMILES**: CCOC(=O)C(F)(F)F.CCOC(=O)C(F)(F)F.ClC(Cl)Cl.ClC(Cl)Cl.ClC(Cl)Cl.CN(C)C=O.CN(C)C=O

XYZ file:
```
67
Properties=species:S:1:pos:R:3:forces:R:3:mulliken_charge:R:1
C -26.0064 -18.8175 10.1649 -0.2 -0.5 -1.3 -0.38
C -27.3936 -18.5773 9.5680 -0.5 -0.3 0.5 -0.68
O -28.2446 -19.7544 9.7792 0.2 0.3 0.4 -0.20
C -28.7074 -20.3534 8.7092 0.0 -0.7 -0.2 0.38
O -28.4731 -20.1432 7.5537 0.0 0.2 0.2 -0.55
C -29.6491 -21.5261 9.0975 -0.3 1.0 -1.1 0.84
F -30.8688 -21.2497 8.5912 0.1 -0.1 0.3 -0.27
F -29.2136 -22.6259 8.4837 0.0 -0.3 0.6 -0.27
F -29.7657 -21.6805 10.4094 0.0 -0.6 0.0 -0.20
H -25.2852 -18.2851 9.5433 0.1 0.4 0.4 0.47
H -25.7353 -19.8589 9.9730 -0.1 -0.1 0.2 0.10
H -25.8941 -18.6148 11.2246 -0.1 0.2 -0.1 0.00
H -27.4244 -18.4133 8.4932 0.5 0.2 0.1 0.44
H -27.9530 -17.7962 10.0808 0.2 0.2 -0.1 0.32
C -22.5414 -20.4776 10.0184 1.3 -0.7 0.7 -0.78
C -21.6877 -20.5879 11.2974 0.0 -1.4 -0.1 -0.42
O -21.9978 -19.6035 12.2981 0.8 0.2 0.2 -0.32
C -23.2073 -19.5119 12.7746 -1.0 0.0 -0.5 0.25
O -24.1651 -20.1620 12.4376 0.2 0.0 0.5 -0.24
C -23.3403 -18.2844 13.7251 1.2 0.6 0.2 0.91
F -22.1459 -18.0035 14.2858 -0.5 -0.2 0.0 -0.28
F -23.6760 -17.2036 12.9872 -0.2 -0.5 0.2 -0.27
F -24.2334 -18.4466 14.6965 0.5 -0.1 -0.3 -0.16
H -23.5140 -20.9542 10.0842 -0.2 0.5 0.4 0.06
H -22.0132 -21.0869 9.2818 0.1 0.4 -0.3 0.43
H -22.5534 -19.4242 9.7508 -0.3 -0.1 -0.4 0.30
H -20.6064 -20.5669 11.1528 -0.1 1.2 -0.5 0.39
H -21.6632 -21.5919 11.7395 -1.2 0.0 0.2 0.31
Cl -26.2342 -16.1113 18.8579 0.0 -0.6 0.0 -0.16
C -25.6071 -17.3388 17.7022 -0.1 0.5 0.4 0.33
Cl -26.3421 -18.9346 17.8766 -0.2 0.4 0.0 -0.10
Cl -23.8610 -17.4988 17.9130 0.0 0.1 -0.2 -0.15
H -25.8654 -16.8951 16.7473 0.2 -0.5 -0.3 0.04
Cl -29.5599 -14.4723 12.9250 -0.1 -0.4 0.7 -0.15
C -29.9476 -15.8630 14.0157 -0.1 0.4 -0.4 0.80
Cl -31.4704 -16.5849 13.5187 -0.1 -0.3 -0.3 -0.14
Cl -30.1051 -15.4277 15.7179 0.5 0.1 -0.3 -0.12
H -29.1473 -16.5745 13.8508 0.0 0.0 0.4 -0.42
Cl -28.9448 -22.1280 17.4297 0.8 -0.2 -0.1 -0.08
C -30.6534 -22.0737 17.6247 -1.1 0.4 0.3 0.05
Cl -31.3474 -23.6764 17.9277 0.1 0.2 -0.2 -0.13
Cl -31.4543 -21.2265 16.2664 0.1 -0.4 0.2 -0.11
H -30.8715 -21.4700 18.4981 0.0 -0.1 0.0 0.29
C -27.4247 -20.7728 12.8919 0.3 -0.8 0.0 -0.62
N -27.6490 -19.7002 13.8358 -1.1 -0.2 0.5 0.45
C -28.8843 -19.8991 14.5753 -0.3 0.7 0.6 -1.28
C -26.8906 -18.6083 14.0608 0.8 -1.2 -0.7 0.17
O -27.1307 -17.6854 14.8133 -0.3 0.3 0.1 -0.55
H -27.3161 -21.7502 13.3782 -0.2 0.2 0.6 0.44
H -26.5083 -20.7460 12.3040 -0.2 0.8 -0.1 -0.11
H -28.3319 -20.8764 12.2991 0.3 0.1 -0.5 0.37
H -28.9869 -19.1058 15.3163 0.1 0.0 0.0 0.45
H -29.7929 -19.8586 13.9687 0.2 0.0 -0.4 0.40
H -28.8904 -20.8474 15.1088 0.2 -0.1 -0.2 0.15
H -25.9348 -18.7279 13.5245 -0.4 0.4 -0.2 0.10
C -25.6810 -25.8512 12.1200 0.4 -0.5 -1.2 -1.00
N -24.8621 -24.7926 11.5481 -0.5 0.3 0.4 0.09
C -25.2262 -23.4221 11.9009 1.9 -0.2 0.7 -0.89
C -23.7363 -25.0668 10.8377 -1.0 0.1 -0.1 0.20
O -23.3992 -26.1749 10.4867 0.4 0.0 0.1 -0.58
H -26.6418 -25.8535 11.6015 -0.3 0.1 0.4 0.31
H -25.7788 -25.8116 13.2030 0.0 0.3 0.0 0.32
H -25.2084 -26.7886 11.8266 0.0 0.0 0.2 0.37
H -26.2588 -23.3379 12.2204 -0.1 0.0 -0.5 0.25
H -24.5898 -23.1417 12.7496 -0.4 0.2 0.3 0.37
H -24.8888 -22.7209 11.1376 -0.7 0.0 -0.3 0.19
H -23.2206 -24.1372 10.5404 0.2 0.0 0.0 0.25
```
Forces are in eV/Å.

# 2
C17H27ClN2SW | the ωB97M-V functional and the def2-TZVPD basis

Results
**2S+1**: 3
**Kohn-Sham gap (alpha / beta)**: 8.02 / 6.02 eV
**HOMO (alpha / beta)**: -14.6 / -14.6 eV
**ΔE to the lowest compared entry with this formula, charge and spin**: 1.383 eV
**Total charge**: +2
**Expectation value of S²**: 2.019

XYZ file:
```
49
Properties=species:S:1:pos:R:3:forces:R:3:mulliken_charge:R:1
C -5.5337 -1.9844 -1.9856 -1.6 -0.6 -0.6 1.09
C -6.4118 -0.7710 -2.3073 0.2 0.2 0.1 -1.37
C -5.3480 -2.8400 -3.2426 0.3 0.0 0.0 -1.39
C -6.1893 -2.8196 -0.8813 0.2 0.0 0.2 -1.37
Cl -3.9274 -1.4165 -1.4230 0.6 0.2 0.2 -0.22
H -6.3211 -3.1962 -3.6031 0.2 0.1 0.2 0.35
H -4.7248 -3.7153 -3.0332 -0.1 0.1 0.0 0.37
H -4.8816 -2.2614 -4.0463 -0.1 -0.1 0.1 0.37
H -7.3976 -1.1025 -2.6567 0.2 0.0 0.1 0.35
H -5.9634 -0.1584 -3.0959 0.0 -0.1 0.1 0.37
H -6.5613 -0.1472 -1.4203 0.0 -0.1 -0.1 0.37
H -7.1725 -3.1758 -1.2134 0.2 0.1 0.0 0.35
H -6.3357 -2.2264 0.0271 0.0 -0.1 -0.1 0.37
H -5.5799 -3.6948 -0.6347 -0.1 0.1 0.0 0.37
C 1.8289 1.9016 -1.2419 -0.6 -0.9 -0.7 -0.40
C 1.7180 0.6053 -1.8578 -0.4 0.6 -0.8 -0.78
C 0.3096 0.3837 -2.1430 0.9 0.1 0.3 -0.52
H 2.5356 -0.0373 -2.1453 0.0 0.1 -0.4 0.65
C -0.4116 1.5115 -1.6655 0.7 -0.2 0.5 -0.45
C 0.5091 2.4358 -1.0984 0.1 -1.1 -0.3 -0.45
H 0.2543 3.3964 -0.6781 0.0 -0.1 0.1 0.45
H 2.7584 2.4294 -1.0969 0.0 -0.1 0.4 0.62
H -0.0721 -0.4009 -2.7832 -0.1 -0.1 0.4 0.60
H -1.4751 1.6670 -1.7692 -0.1 -0.1 0.2 0.51
C 0.8278 -1.2187 2.3809 -0.1 -0.2 -0.5 -0.43
C 2.0958 -1.2538 1.7347 -0.3 -0.4 -0.7 -0.37
C 1.8998 -1.8010 0.4249 0.3 -1.0 0.1 -0.76
H 3.0597 -1.0667 2.1937 -0.2 0.4 -0.2 0.64
C 0.5071 -2.1656 0.3137 0.6 -0.1 -0.8 -0.52
C -0.1325 -1.7969 1.5146 0.0 0.5 0.1 -0.48
H -1.1752 -1.9716 1.7618 0.1 0.2 -0.2 0.49
H 0.6395 -0.8719 3.3914 0.0 0.1 -0.3 0.45
H 2.6779 -1.9871 -0.3103 -0.2 -0.3 0.3 0.63
H 0.0894 -2.7767 -0.4895 0.0 0.5 0.2 0.58
W 0.9545 0.1532 0.1485 -1.9 -0.4 -0.3 1.00
C 4.4496 3.8359 3.0531 0.2 0.1 0.5 -1.05
N 3.5527 2.6867 2.9775 -0.9 -0.3 -1.0 -0.33
C 3.4459 1.8511 1.9168 -0.7 0.1 1.3 0.69
S 1.6459 1.6651 1.6478 2.3 1.9 1.7 -0.49
N 4.5304 1.2680 1.4011 -1.5 -0.2 -0.8 -0.07
C 5.8326 1.2691 2.0610 0.5 0.2 0.2 -1.15
H 5.3151 3.7488 2.4051 -0.1 0.0 0.0 0.44
H 4.7516 3.8948 4.0905 0.4 0.3 0.1 0.33
H 3.8665 4.7187 2.8074 0.2 0.2 -0.1 0.34
H 2.6189 2.9497 3.3241 0.7 -0.4 0.0 0.31
H 4.4543 0.6908 0.5471 -0.2 0.6 0.9 0.29
H 6.2009 0.2481 2.1426 -0.1 0.0 0.0 0.34
H 6.5640 1.8550 1.5009 -0.1 0.0 0.0 0.37
H 5.7213 1.6921 3.0561 0.1 -0.2 -0.1 0.48
```
Forces are in eV/Å.

# 3
C17H27FO15 | the ωB97M-V functional and the def2-TZVPD basis

Results
**Kohn-Sham gap**: 9.94 eV
**HOMO**: -9.8 eV
**SMILES**: O=C1OC[C@@H](F)O1.CCOC(=O)OC.CCOC(=O)OC.O=C1OCCO1.O=C1OCCO1

XYZ file:
```
60
Properties=species:S:1:pos:R:3:forces:R:3:mulliken_charge:R:1
O 2.5509 -3.8247 2.1292 -0.2 0.0 -2.7 -0.53
C 2.5100 -3.7025 0.9263 0.4 -0.6 1.1 0.61
O 2.4439 -4.6900 -0.0269 -0.3 -1.4 2.2 -0.37
C 2.4844 -4.1452 -1.3026 1.0 0.0 -0.7 -0.61
C 2.1083 -2.7410 -1.0085 0.5 -0.3 -2.1 0.31
F 0.7466 -2.6822 -0.9655 1.2 -1.8 -5.4 -0.30
O 2.5213 -2.5188 0.2530 2.9 -2.0 1.1 -0.16
H 3.5113 -4.1604 -1.6678 0.1 -0.1 -0.1 0.34
H 1.8508 -4.6593 -2.0253 -0.2 0.0 0.4 0.36
H 2.4768 -2.0715 -1.7858 0.0 0.6 0.6 0.49
C -4.6716 0.1698 -5.0438 -1.4 -2.0 -1.6 -1.09
C -4.0093 1.1280 -4.1828 1.3 2.9 -0.4 -0.21
O -2.9414 0.5290 -3.5102 0.4 -2.7 1.1 -0.24
C -1.8635 1.0748 -2.9861 0.3 2.1 -0.8 0.65
O -1.6956 2.2846 -2.8952 0.3 -1.8 0.4 -0.60
O -0.9874 0.0866 -2.6780 -2.5 0.4 -2.2 -0.36
C 0.1900 0.4459 -2.0244 0.5 0.3 -2.7 0.37
H -5.7316 0.4148 -5.1116 -0.1 -0.3 0.1 0.31
H -4.5419 -0.8693 -4.7412 -0.3 0.1 0.5 0.29
H -4.3460 0.1376 -6.0835 0.4 0.4 0.0 0.32
H -4.7186 1.6678 -3.5554 0.3 -0.3 0.6 0.33
H -3.5431 1.8769 -4.8230 -0.2 0.5 0.1 0.28
H 0.5935 -0.5443 -1.8126 0.4 0.3 0.2 0.47
H -0.1130 0.9963 -1.1337 0.7 -0.6 -4.4 -0.93
H 0.9083 0.9957 -2.6325 -0.2 0.0 -0.4 0.31
C 3.2219 3.3971 4.6885 0.4 -0.9 -2.0 -1.11
C 3.1221 3.9592 3.2218 0.0 2.1 1.8 -0.33
O 2.0192 3.3953 2.6112 -1.8 -2.2 -0.1 -0.25
C 1.7295 3.4952 1.3279 2.6 2.3 -2.2 0.80
O 2.4064 4.2221 0.5447 -2.7 -2.6 2.1 -0.65
O 0.6676 2.7067 1.0816 0.2 1.1 1.0 -0.14
C 0.2387 2.6223 -0.2533 -1.0 6.0 -3.3 -0.81
H 3.3612 2.3233 4.5634 0.1 -0.2 0.3 0.30
H 2.2905 3.5083 5.2438 0.2 0.4 -0.1 0.30
H 4.1088 3.7843 5.1900 -0.3 0.2 0.1 0.37
H 4.0074 3.9625 2.5859 0.1 -0.5 0.2 0.38
H 2.8318 5.0011 3.3566 0.5 0.5 -0.2 0.27
H 0.0403 3.6192 -0.6470 0.5 0.5 0.1 0.59
H -0.6747 2.0564 -0.4369 -0.4 3.6 0.5 -0.18
H 0.9969 2.1349 -0.8661 -0.5 1.8 0.1 0.42
O -1.1376 -0.0249 4.0045 -0.3 0.8 0.5 -0.53
C -1.4415 -0.8652 3.2412 1.2 -0.3 0.2 0.97
O -2.4228 -0.8883 2.3706 -2.9 1.4 -1.0 -0.46
C -2.2973 -1.9436 1.4396 -1.9 -3.6 1.8 0.27
C -1.4590 -2.9062 2.3044 0.7 -0.7 -1.0 -0.45
O -0.7184 -1.9568 3.0075 0.9 -1.7 4.2 -0.48
H -3.2342 -2.4890 1.3265 -0.4 0.8 -0.4 0.51
H -1.8501 -1.5748 0.5165 -1.7 -2.1 0.8 -0.28
H -0.7777 -3.5374 1.7338 0.1 0.2 -0.1 0.12
H -1.8956 -3.6206 3.0023 -0.9 0.5 0.0 0.35
O 2.2418 1.1406 -0.1261 -3.8 -4.9 1.6 -0.66
C 1.2326 0.4064 0.1658 6.0 -0.6 1.1 0.81
O 1.3051 -0.9256 0.5437 1.6 4.8 -1.5 -0.61
C 0.0717 -1.5383 0.6632 -1.4 2.4 2.9 -0.91
C -0.8181 -0.3815 0.1581 -1.0 -0.9 1.7 -1.06
O -0.0286 0.7577 0.1736 0.6 -6.2 6.8 -0.71
H -0.0848 -2.4854 0.1469 -0.9 1.6 2.1 0.82
H 0.0312 -1.6625 1.7454 0.4 0.4 -1.8 1.43
H -1.6185 -0.2269 0.8817 0.8 1.7 -1.0 1.03
H -1.1989 -0.6642 -0.8233 -0.1 0.7 0.0 -0.16
```
Forces are in eV/Å.

| no. | energy (eV) | maximum force (eV Å⁻¹) |
| --- | --- | --- |
| 1 | -162338.523 | 2.00 |
| 2 | -46213.900 | 3.43 |
| 3 | -51482.959 | 9.27 |